(1)
Below is a molecular structure, C25H29EuN5O2, with properties calculated with the ωB97M-V functional and the def2-TZVPD basis.

XYZ file:
```
62
Properties=species:S:1:pos:R:3:forces:R:3:lowdin_charge:R:1
H -13.0556 -20.1359 -4.4267 -0.0220 -0.1079 0.0360 0.07
H -10.0417 -20.0752 -3.7551 0.0580 -0.4044 0.1389 0.07
H -10.6940 -19.5979 -5.3498 0.2459 -0.2178 -0.0941 0.07
H -6.4828 -16.4820 -1.2372 -0.1198 -0.1911 0.0175 0.10
C -12.2297 -17.5064 -4.5747 -0.0653 -0.7563 0.1392 -0.06
H -5.2609 -18.6646 -0.8122 -0.1098 -0.0040 -0.0170 0.08
H -8.9772 -20.8268 -1.0492 0.0999 0.3799 -0.0455 0.11
H -10.5281 -11.9252 0.4193 -0.1256 -0.5092 -0.2172 0.10
C -14.1263 -15.1902 0.0532 1.4752 -1.2805 0.2640 -0.10
O -8.8371 -16.2383 -1.5968 -1.9333 0.2725 0.2203 -0.30
H -12.6854 -19.3475 0.8424 -0.5135 0.0061 -0.1508 0.10
C -10.6745 -18.7308 -1.3403 -0.5153 -2.3492 -0.2796 -0.52
C -10.3636 -13.2237 2.5886 0.0129 -0.7729 -0.1346 -0.03
C -14.2141 -14.0314 -0.8052 0.7048 0.7622 -0.7711 -0.14
C -15.5261 -12.1128 -1.4898 -0.1881 0.5322 -0.1664 -0.13
C -10.2553 -15.9441 2.1452 0.1126 0.8885 -0.5270 -0.13
H -12.7628 -12.3993 -3.4849 0.0009 -0.0847 -0.0031 0.11
H -6.5295 -20.7564 -0.7937 -0.0391 0.0484 0.0309 0.07
N -11.2821 -18.0514 -2.4561 -0.3349 2.9934 1.5721 -0.18
Eu -11.0648 -16.1798 -1.1124 1.1801 -0.7956 -1.9366 1.91
C -13.2068 -13.6912 -1.8178 -0.4539 0.1006 0.0839 -0.36
H -12.5746 -17.9251 -5.5300 -0.0034 0.1389 0.0531 0.07
H -10.4263 -12.1487 2.7546 0.0405 -0.2215 -0.1612 0.10
C -13.3018 -17.3140 0.8410 -0.0240 0.1620 -0.3227 -0.22
C -13.4909 -12.6204 -2.7158 -0.5582 0.0976 0.8140 -0.03
C -6.3392 -18.6283 -0.9594 0.1426 -0.7392 -0.0574 -0.14
H -10.9439 -13.2113 -0.6662 0.1306 0.0193 0.0560 0.06
C -10.4243 -19.2561 -4.3458 -0.6843 -0.0504 -0.5688 -0.05
H -9.6291 -18.5235 -4.4072 0.0824 0.2947 -0.0556 0.08
H -10.2949 -13.6853 4.6806 0.0266 -0.1023 -0.1525 0.10
C -8.3976 -17.4557 -1.3687 1.2436 0.1399 -0.2754 -0.40
H -13.0938 -18.7237 -0.7909 0.1281 0.1897 0.3189 0.09
C -6.9835 -17.4461 -1.1892 -0.6858 -0.8140 0.0719 -0.06
N -13.1865 -16.0946 0.0057 -2.1630 0.9165 0.5812 -0.09
C -10.2189 -15.4906 3.4492 -0.0526 0.7239 -0.1874 -0.08
H -10.1417 -16.9933 1.8669 -0.2909 0.1226 0.0652 0.09
H -14.3594 -17.5875 0.9643 0.0557 0.0857 0.0960 0.10
C -9.1537 -18.6832 -1.3211 0.4733 0.3581 0.4040 -0.14
O -12.0488 -14.2679 -1.9522 -0.5334 -0.1435 0.5882 -0.28
C -14.6120 -11.8386 -2.5262 -0.1304 -0.4380 0.1440 -0.10
H -16.3806 -11.4463 -1.3788 0.1106 -0.2336 0.0950 0.09
C -15.3347 -13.1829 -0.6424 0.6547 -0.1317 -0.5772 -0.07
H -10.9948 -19.8029 -1.3961 0.5944 -0.0310 -0.1455 0.12
H -14.9283 -15.2700 0.8067 0.0533 -0.1901 -0.2678 0.12
H -11.4601 -16.7671 -4.7692 0.2095 0.1193 -0.0202 0.07
H -12.3880 -20.5147 -2.8413 0.0280 -0.1257 0.1468 0.06
C -7.0708 -19.8250 -0.9450 0.6061 -0.6815 0.1781 -0.15
H -12.8773 -17.1144 1.8368 0.0621 -0.0406 -0.2315 0.10
H -16.0407 -13.3846 0.1568 0.0023 -0.0721 -0.0695 0.10
C -11.6626 -18.6437 -3.6784 -0.0114 0.1960 0.0760 -0.69
N -10.3921 -15.1029 1.0693 0.2612 0.5968 0.8832 0.00
N -11.1571 -18.2924 -0.0180 0.4564 2.1755 -0.2106 -0.19
H -14.8196 -11.0091 -3.1940 0.0747 -0.0026 0.0289 0.09
C -10.4077 -13.7684 1.2549 -0.0991 -0.0628 1.2928 -0.36
H -13.0698 -17.0010 -4.0816 0.1140 -0.1744 0.0000 0.07
H -10.1409 -16.1841 4.2759 0.0466 0.0122 -0.0774 0.09
C -8.4484 -19.8692 -1.1054 0.3957 0.7532 -0.0577 -0.08
H -13.6524 -19.2906 -3.0021 0.0123 0.2387 0.1096 0.06
C -12.7587 -19.7044 -3.4627 0.1494 -0.2182 -0.8229 -0.07
C -12.5611 -18.4808 0.1552 -0.3747 -0.9900 0.5074 -0.35
C -10.2929 -14.0903 3.6708 0.0018 -0.2767 -0.8366 -0.08
N -10.4606 -12.9100 0.1799 -0.0151 -0.1111 0.4281 0.14
```
Positions in Å, forces in eV/Å.

Summary:
Total charge: -1
Frontier orbital gap (spin up / spin down), eV: 5.7 / 5.7
F_max, eV/A: 3.40
LUMO (spin up / spin down), eV: 2.491 / 2.492
HOMO level (spin up / spin down), eV: -3.20 / -3.23
Multiplicity: 7


(2)
Below is a molecular structure, C25H29I2N5O2SV, with properties calculated with the ωB97M-V functional and the def2-TZVPD basis.

XYZ file:
```
65
Properties=species:S:1:pos:R:3:forces:R:3:lowdin_charge:R:1
C -1.0560 -2.5037 -0.8565 -0.0473 0.0068 0.0149 -0.08
C 2.8609 1.9698 -0.2192 0.0029 -0.0105 0.0141 -0.07
H -0.0874 2.9348 2.0781 0.0194 -0.0214 -0.0195 0.09
C 2.7951 -2.5400 2.9942 -0.0003 0.0032 -0.0101 -0.09
H -5.4479 0.3581 -1.7728 -0.0079 0.0015 0.0048 0.13
C 1.9521 2.2780 1.9864 0.0253 0.0058 -0.0222 -0.09
H -1.6240 -5.7224 -0.0494 0.0008 0.0005 0.0002 0.13
H -4.4929 3.2567 -0.0860 0.0197 -0.0025 -0.0063 0.14
H -1.2552 -4.2574 -2.0451 -0.0012 0.0012 0.0001 0.13
H -2.9722 4.8469 0.5913 0.0010 0.0033 -0.0001 0.13
H -4.1986 -0.1769 0.0898 0.0227 -0.0090 -0.0026 0.14
C -1.4225 -4.0956 1.3310 0.0265 -0.0019 0.0031 0.03
H -7.0827 0.7031 0.0828 0.0019 0.0023 0.0009 0.09
H -3.7678 3.4673 3.2195 0.0015 -0.0041 -0.0026 0.07
H -1.5456 -4.7016 2.2184 0.0043 -0.0010 -0.0011 0.14
S -2.4453 0.9702 1.7860 -0.1290 -0.0930 -0.0413 0.80
C -1.4592 -4.6597 0.0682 0.0002 0.0050 -0.0131 0.01
C 1.9236 -1.6186 2.4365 -0.0653 0.0908 0.0521 -0.15
H 3.9818 1.7133 1.5965 0.0004 0.0028 -0.0039 0.12
C -1.2011 -2.7352 1.4544 0.0999 0.0190 0.0048 -0.22
H 4.4791 -3.4740 0.1991 0.0009 -0.0008 0.0006 0.09
H 0.9378 -1.2233 4.2905 0.0074 -0.0037 0.0025 0.14
H 2.0875 2.3256 3.0601 0.0080 0.0050 -0.0003 0.12
N -1.0512 -1.9525 0.3735 -0.0491 -0.1225 0.0887 0.00
H -6.5842 2.3848 0.2545 0.0070 0.0017 -0.0014 0.07
O 1.1062 -0.4916 0.5272 -0.3833 0.1610 0.0610 -0.23
N -4.3135 0.8031 -0.1115 -0.0578 -0.0329 0.0339 0.03
H -4.7442 4.6778 2.3729 0.0017 -0.0006 -0.0024 0.09
I 5.0295 -4.5675 3.0360 0.0157 -0.0170 0.0088 0.98
H -0.8857 -1.8295 -1.6825 -0.0060 0.0037 0.0007 0.11
V -0.5518 -0.0001 0.6518 0.2615 0.1441 -0.0828 0.84
H 1.3136 0.2180 3.3382 0.0217 -0.0180 0.0106 0.11
C 0.9751 -0.8164 3.2782 0.0599 -0.0824 -0.0459 -0.09
C -3.5847 1.6317 0.6157 0.0690 0.0184 0.1017 -0.68
C 0.7170 2.6097 1.4286 -0.0500 0.0011 0.0278 -0.13
H -2.1353 -1.8844 3.1657 -0.0122 0.0117 -0.0262 0.14
H -7.3769 1.8487 -1.2252 -0.0005 0.0008 0.0050 0.09
H -0.3551 3.0008 -0.4043 -0.0366 -0.0124 0.0472 0.10
N -0.4117 -0.7620 2.7243 -0.0734 0.0919 -0.0189 -0.15
C -5.3359 1.1999 -1.0923 0.0335 0.0010 -0.0018 -0.21
C -1.8427 1.0645 -1.9068 -0.0692 0.0864 0.0798 -0.41
H 1.5382 2.3638 -1.8552 -0.0027 -0.0038 0.0033 0.12
C 2.8904 -2.0412 0.2533 -0.0626 -0.0231 -0.0923 -0.62
O -2.3575 1.5752 -2.8164 -0.0107 -0.0113 -0.0285 0.19
C 3.7202 -3.1998 2.1915 -0.0253 0.0201 -0.0414 -0.72
C -6.6682 1.5571 -0.4514 -0.0245 -0.0026 -0.0019 -0.06
H -4.9301 2.0166 -1.6936 -0.0078 0.0035 -0.0045 0.12
C 1.6443 2.3181 -0.7789 -0.0221 0.0197 -0.0598 -0.07
H -3.1865 5.1285 3.0598 -0.0029 0.0023 0.0011 0.09
H 3.7005 1.7357 -0.8600 0.0019 -0.0065 0.0013 0.11
C -1.2600 -3.8504 -1.0445 -0.0020 -0.0131 0.0081 0.00
N -3.7348 2.9355 0.5012 -0.0438 0.0250 -0.0802 0.06
C -3.7272 4.3297 2.5538 0.0069 0.0061 0.0038 -0.06
H -2.0091 3.6400 1.4241 -0.0109 -0.0072 -0.0001 0.07
C -1.1239 -2.0646 2.7960 -0.0064 0.0102 -0.0076 -0.10
H -0.6257 -2.7259 3.5067 -0.0325 -0.0032 0.0167 0.14
C -3.0262 3.9833 1.2525 0.0076 -0.0081 0.0177 -0.22
N -1.3319 0.5392 -0.9525 0.2645 -0.2052 -0.1380 -0.02
C 1.9813 -1.3744 1.0669 0.1005 -0.0572 -0.0401 -0.35
H -0.9129 -0.1292 3.3444 0.0331 0.0218 -0.0525 0.07
C 3.7666 -2.9521 0.8227 0.0008 -0.0147 0.0550 -0.19
H 2.7647 -2.7331 4.0592 0.0033 -0.0045 -0.0018 0.11
I 2.8963 -1.7104 -1.7988 -0.0033 0.0164 0.0385 1.02
C 0.5642 2.6427 0.0400 0.1315 0.0045 0.1441 -0.13
C 3.0182 1.9527 1.1653 -0.0165 -0.0044 -0.0017 -0.05
```
Positions in Å, forces in eV/Å.

Summary:
Total charge: +2
Frontier orbital gap (spin up / spin down), eV: 5.6 / 6.4
F_max, eV/A: 0.42
LUMO (spin up / spin down), eV: -7.815 / -7.002
Energy above the lowest of the compared OMol25 structures with the same formula, charge and spin, kcal per mole: 0.90
HOMO level (spin up / spin down), eV: -13.39 / -13.42
Multiplicity: 2


(3)
Below is 4 unconnected molecules or ions with the total composition C25H29N4O2, with properties calculated with the ωB97M-V functional and the def2-TZVPD basis.

XYZ file:
```
60
Properties=species:S:1:pos:R:3:forces:R:3:lowdin_charge:R:1
H 5.4337 1.6860 3.6223 -0.0225 0.0470 0.0391 0.10
C -3.2673 1.5711 -0.2884 0.1252 0.5361 -0.1603 -0.11
H 0.9869 4.5757 5.0557 0.0517 -0.0243 -0.1032 0.10
H -1.2239 -8.1577 -4.1312 -0.0543 0.0615 -0.0084 0.11
C 4.5084 1.8333 6.8745 0.0594 -0.0514 -0.1328 -0.07
C -1.8512 -7.2746 -4.1841 0.0698 -0.0879 0.0118 -0.07
H -1.7097 -1.5177 -0.6849 1.6385 -0.5729 0.7690 0.13
C -1.7359 -1.4323 -4.6598 2.3504 0.0589 3.5284 0.03
C 0.9704 4.6255 3.9749 -0.0501 0.0876 -0.0455 -0.08
H -0.5858 3.1536 3.7396 0.0442 0.0518 0.0575 0.10
C 0.8537 4.6835 1.2584 -0.3976 -0.4158 0.1707 -0.16
H 2.4154 6.1593 1.3260 -0.0533 -0.0306 0.0083 0.10
C -0.0445 -1.1384 -2.5216 -1.0383 0.9147 -3.2191 -0.09
C 1.8207 5.4759 3.2836 0.0392 0.0873 0.0377 -0.09
C 0.5255 -1.6964 -1.1217 -0.2979 1.2131 -0.7360 -0.10
H 3.2145 3.3825 7.6297 0.0562 -0.0578 0.0061 0.10
H -1.7594 1.9626 1.3268 0.3014 -0.9672 -1.3182 0.11
H 1.0910 -2.6744 -1.2847 -1.0241 1.2253 0.0948 0.13
H -3.8234 -5.2718 -2.3138 0.0180 -0.0738 0.0027 0.10
C -1.8378 -0.2482 1.0932 -3.8989 -0.9224 1.5652 -0.36
H 0.1281 1.5559 -5.0753 -0.6656 -1.5357 0.6925 0.14
C 0.0965 3.8375 3.2443 -0.1100 -0.0522 -0.5439 -0.15
C -3.2923 -5.6747 -3.1707 -0.1820 0.3924 -0.3287 -0.16
H 4.6233 1.3316 7.8272 -0.0248 0.0506 -0.0436 0.10
C -1.1547 -1.9511 -3.3055 1.3268 3.1407 -1.0072 0.06
H -3.2283 2.7009 -0.5236 -0.0472 -1.7593 0.3834 0.09
H -4.2039 1.3939 0.3383 1.4529 0.0441 -0.8038 0.09
C 4.1624 3.1638 4.5287 -0.3028 0.2998 0.4063 -0.15
H -0.8893 -2.9608 0.1155 0.2825 1.8739 -0.0003 0.15
H -2.5627 -2.0645 -5.1459 1.4488 1.4366 0.4663 0.14
H -1.0595 1.2756 -0.3258 -0.8994 0.2888 1.5145 0.11
C -2.0147 -6.6003 -5.3855 0.0112 -0.0354 0.0897 -0.07
H -1.5238 -6.9395 -6.2891 -0.0486 0.0317 0.0379 0.11
C -0.7437 -1.8411 -0.1308 -0.2576 -0.8014 -0.5747 -0.18
C 4.9604 2.0312 4.5331 -0.0073 -0.0357 0.1266 -0.07
O -0.6018 -1.0183 1.0753 -1.9216 0.5546 -1.7528 -0.07
H 2.5202 6.1075 3.8205 -0.0482 -0.0800 0.0016 0.11
H 5.7534 0.4660 5.7768 -0.0404 0.0643 0.0019 0.11
N -1.2317 -0.1944 -5.2071 1.4994 -1.0879 3.2389 0.04
C 1.7654 5.5081 1.8972 -0.0170 -0.0395 0.1167 -0.08
H -1.6101 0.1637 -6.0952 0.2503 -0.3433 0.6491 0.16
O -2.8846 -0.7620 1.5673 4.5115 1.8210 -1.7934 0.08
C -2.5006 -6.8054 -3.0511 0.0618 -0.0227 -0.1209 -0.07
H -3.3677 1.0394 -1.3068 0.1766 0.5931 1.6831 0.07
C -0.2015 0.6036 -4.5485 0.0453 -2.1039 2.5413 0.02
H 3.9980 3.7277 3.6159 0.0245 -0.0670 -0.0171 0.09
H 1.2989 -0.9482 -0.6958 -1.4440 -1.1149 -0.6683 0.14
H -1.5037 -2.9138 -2.7714 0.3125 1.6770 -1.5123 0.12
N 3.5430 3.6465 5.6184 0.4344 -0.5825 0.0204 0.06
N -3.4671 -5.0008 -4.3204 0.5524 -0.3438 0.0022 0.04
C 0.4300 0.2053 -3.1849 -2.9304 -2.5245 -1.8628 0.05
H 1.2185 0.8394 -2.6479 -1.3770 -0.9093 -1.2068 0.12
C -2.8249 -5.4765 -5.4013 -0.3021 0.2814 0.3904 -0.17
C 5.1350 1.3560 5.7325 0.0474 -0.0876 0.0149 -0.08
N 0.0204 3.8497 1.9024 0.4215 0.3359 0.2559 0.04
H -2.9812 -4.9139 -6.3164 0.0161 -0.0941 -0.0348 0.10
H 0.7705 4.6753 0.1761 0.0436 0.0631 0.0151 0.09
H -2.3949 -7.3070 -2.0973 -0.0434 0.0369 -0.0481 0.11
C -1.8899 1.2232 0.4669 0.0129 -0.8493 -0.5053 -0.13
C 3.7276 2.9726 6.7655 -0.1796 0.4051 -0.3915 -0.14
```
Positions in Å, forces in eV/Å.

Summary:
Total charge: +1
Frontier orbital gap, eV: 6.4
F_max, eV/A: 5.19
LUMO, eV: -4.761
HOMO level, eV: -11.17